(1)
{"formula": "C16H26ClF6O5", "method": "the ωB97M-V functional and the def2-TZVPD basis", "elements": ["C", "C", "C", "C", "O", "C", "C", "C", "C", "Cl", "H", "H", "H", "H", "H", "H", "H", "H", "H", "H", "H", "H", "H", "H", "H", "H", "C", "C", "O", "C", "O", "C", "F", "F", "F", "H", "H", "H", "H", "H", "C", "C", "O", "C", "O", "C", "F", "F", "F", "H", "H", "H", "H", "H"], "positions_angstrom": [[0.628, -1.229, -0.216], [0.748, 0.284, -0.063], [-0.441, 0.913, 0.676], [-1.576, 1.334, -0.251], [-1.930, 0.273, -1.078], [-3.103, 0.579, -1.936], [-4.307, -0.256, -1.442], [-4.032, -1.147, -0.225], [-5.265, -1.948, 0.180], [-5.829, -1.628, 1.883], [1.497, -1.661, -0.721], [0.536, -1.709, 0.764], [-0.268, -1.470, -0.789], [1.681, 0.533, 0.456], [0.814, 0.732, -1.061], [-0.104, 1.807, 1.210], [-0.817, 0.210, 1.429], [-2.439, 1.688, 0.334], [-1.257, 2.200, -0.860], [-2.795, 0.156, -2.903], [-4.698, -0.915, -2.240], [-5.162, 0.382, -1.162], [-3.697, -0.539, 0.617], [-3.209, -1.830, -0.447], [-5.098, -3.023, 0.156], [-6.128, -1.711, -0.439], [1.169, 7.833, 0.658], [-0.062, 7.125, 1.174], [0.266, 5.790, 1.629], [0.752, 5.683, 2.851], [0.954, 6.562, 3.638], [0.963, 4.184, 3.180], [1.687, 3.586, 2.233], [-0.223, 3.579, 3.264], [1.595, 4.042, 4.343], [1.633, 7.256, -0.141], [0.881, 8.806, 0.256], [1.891, 7.992, 1.457], [-0.795, 6.957, 0.390], [-0.523, 7.664, 2.001], [3.102, -7.585, -0.590], [3.847, -6.323, -0.220], [3.995, -5.450, -1.367], [2.936, -4.700, -1.651], [1.892, -4.675, -1.074], [3.250, -3.791, -2.863], [3.768, -4.501, -3.876], [4.150, -2.862, -2.513], [2.160, -3.185, -3.291], [3.608, -8.105, -1.403], [3.068, -8.249, 0.275], [2.079, -7.358, -0.886], [4.870, -6.529, 0.085], [3.334, -5.771, 0.566]], "forces_ev_per_a": [[-0.030, -0.031, 0.042], [-0.012, 0.006, -0.080], [0.029, 0.056, -0.021], [0.028, 0.073, -0.125], [-0.143, 0.075, 0.072], [0.049, -0.126, -0.102], [-0.026, 0.054, 0.094], [0.043, -0.051, 0.012], [-0.047, -0.071, -0.017], [0.017, 0.006, 0.016], [-0.009, 0.029, 0.004], [0.033, 0.004, -0.031], [0.024, 0.023, 0.012], [-0.014, -0.057, 0.018], [0.010, 0.030, 0.048], [-0.056, -0.029, 0.030], [0.023, -0.002, -0.023], [0.023, -0.028, 0.046], [0.002, -0.057, 0.016], [0.002, -0.033, 0.015], [0.046, 0.094, -0.037], [-0.005, -0.021, 0.018], [0.001, 0.008, -0.053], [-0.009, 0.006, 0.045], [-0.009, 0.020, -0.037], [0.031, 0.037, 0.018], [-0.030, 0.010, -0.028], [-0.007, -0.045, 0.032], [0.068, 0.013, -0.018], [-0.194, -0.085, 0.091], [0.083, 0.001, -0.050], [-0.003, 0.149, -0.070], [0.040, -0.048, -0.014], [0.015, -0.041, 0.037], [0.008, 0.024, 0.041], [0.009, 0.000, 0.008], [0.013, 0.000, 0.003], [0.006, -0.005, 0.002], [0.002, 0.015, -0.002], [-0.001, 0.004, -0.010], [0.024, -0.012, 0.024], [0.001, 0.055, -0.036], [-0.007, -0.014, 0.031], [-0.011, 0.081, -0.036], [0.008, -0.058, -0.021], [0.007, -0.035, 0.059], [0.024, -0.065, -0.035], [0.049, 0.028, 0.028], [-0.089, 0.036, -0.012], [-0.011, 0.001, -0.006], [-0.008, -0.003, -0.007], [0.001, 0.000, -0.008], [-0.007, -0.009, 0.013], [0.008, -0.009, 0.007]], "multiplicity": 1, "total_charge": -1, "e_homo_ev": -1.310, "homo_lumo_gap_ev": 3.575}



(2)
{"formula": "C16H26F4NO12S", "method": "the ωB97M-V functional and the def2-TZVPD basis", "elements": ["O", "S", "O", "C", "C", "N", "C", "C", "O", "C", "O", "C", "C", "O", "C", "F", "F", "C", "F", "F", "C", "O", "H", "H", "H", "H", "H", "H", "H", "H", "H", "H", "H", "H", "H", "H", "H", "H", "H", "H", "C", "C", "O", "C", "O", "O", "H", "H", "H", "H", "C", "C", "O", "C", "O", "O", "H", "H", "H", "H"], "positions_angstrom": [[-1.447, -1.502, 2.832], [-2.878, -1.430, 2.673], [-3.706, -0.762, 3.635], [-3.225, -0.634, 1.105], [-2.383, -1.129, -0.070], [-1.553, -0.041, -0.726], [-2.253, 0.398, -1.983], [-1.179, 0.747, -3.063], [-0.850, 2.095, -3.162], [0.148, 2.553, -2.243], [-0.043, 3.887, -2.003], [0.458, 4.747, -3.016], [0.529, 6.174, -2.495], [-0.684, 6.520, -1.850], [-3.250, 1.545, -1.732], [-3.454, 2.200, -2.899], [-2.652, 2.388, -0.825], [-4.659, 1.118, -1.170], [-4.942, 1.854, -0.061], [-5.596, 1.353, -2.124], [-2.906, -0.949, -2.372], [-3.083, -1.690, -1.144], [-3.331, -2.697, 2.496], [-3.046, 0.429, 1.292], [-4.296, -0.729, 0.932], [-1.679, -1.873, 0.314], [-0.655, -0.479, -0.940], [-1.340, 0.699, -0.052], [-1.581, 0.455, -4.033], [-0.280, 0.146, -2.890], [1.136, 2.343, -2.671], [0.050, 2.041, -1.279], [-0.174, 4.717, -3.907], [1.465, 4.438, -3.317], [1.391, 6.296, -1.839], [0.660, 6.828, -3.361], [-0.492, 6.932, -1.010], [-4.717, 0.062, -0.913], [-2.242, -1.483, -3.047], [-3.912, -0.822, -2.769], [2.603, -2.416, 1.399], [1.289, -1.667, 1.466], [1.307, -0.906, 0.241], [2.140, -1.541, -0.636], [2.182, -1.280, -1.794], [2.818, -2.514, -0.025], [2.554, -3.405, 1.844], [3.426, -1.859, 1.843], [0.426, -2.330, 1.440], [1.203, -1.014, 2.329], [5.432, -2.898, 4.584], [6.206, -4.056, 3.982], [5.206, -5.081, 3.903], [3.994, -4.498, 3.877], [2.971, -5.047, 3.628], [4.093, -3.172, 4.142], [5.757, -1.925, 4.225], [5.446, -2.904, 5.674], [6.563, -3.841, 2.974], [7.038, -4.389, 4.595]], "forces_ev_per_a": [[-0.376, -0.041, -0.327], [0.088, 0.696, 0.853], [0.305, -0.438, -0.460], [-0.205, 0.234, -0.459], [0.239, -0.681, -0.098], [-0.207, -0.078, 1.085], [0.514, -0.841, -0.721], [-0.029, 0.655, -0.247], [-0.025, -0.118, 0.188], [0.010, 0.304, -0.079], [0.251, -0.276, 0.199], [0.015, 0.380, -0.337], [-0.219, -0.063, -0.020], [-0.032, -0.108, -0.199], [0.014, 0.669, 0.047], [0.172, -0.443, 0.775], [-0.293, -0.320, -0.455], [-0.483, 0.580, -0.178], [0.103, -0.366, -0.550], [0.432, -0.093, 0.560], [-0.273, 0.308, 0.886], [-0.085, 0.359, 0.054], [-0.055, 0.043, -0.110], [-0.041, -0.013, 0.291], [0.009, -0.172, -0.031], [0.162, 0.117, -0.114], [0.378, 0.162, -0.248], [-0.073, 0.275, -0.232], [-0.096, 0.000, 0.019], [-0.016, -0.320, 0.082], [0.006, -0.044, 0.009], [-0.032, -0.055, 0.036], [-0.179, -0.134, 0.122], [0.039, -0.065, 0.005], [-0.028, -0.020, 0.118], [0.209, -0.006, -0.014], [0.032, 0.094, 0.167], [0.010, -0.017, 0.028], [-0.142, -0.231, -0.096], [0.197, 0.026, -0.511], [-0.014, -0.023, 0.095], [0.018, -0.197, 0.261], [-0.281, 0.157, 0.008], [-0.067, -0.395, -0.017], [-0.127, 0.237, -0.182], [0.050, 0.159, 0.062], [-0.003, -0.054, -0.151], [0.005, 0.037, -0.056], [0.076, -0.067, 0.053], [-0.006, 0.143, -0.108], [0.075, -0.004, 0.088], [0.099, 0.061, -0.004], [0.036, 0.016, 0.059], [0.119, 0.019, -0.066], [-0.177, -0.054, -0.081], [0.121, 0.149, 0.043], [-0.125, 0.008, -0.077], [0.002, -0.028, 0.000], [-0.022, 0.002, -0.002], [-0.078, -0.125, 0.036]], "multiplicity": 1, "total_charge": 1, "e_homo_ev": -12.418, "homo_lumo_gap_ev": 9.805}



(3)
{"formula": "C16H26F4O5Zn", "method": "the ωB97M-V functional and the def2-TZVPD basis", "elements": ["Zn", "C", "O", "O", "C", "F", "F", "F", "C", "C", "H", "H", "H", "H", "H", "H", "C", "C", "O", "H", "H", "H", "H", "H", "C", "C", "O", "H", "H", "H", "H", "H", "C", "C", "O", "H", "H", "H", "H", "H", "F", "C", "C", "C", "C", "C", "C", "H", "H", "H", "H", "H"], "positions_angstrom": [[1.015, 0.368, -0.594], [0.469, -0.131, 2.335], [1.410, -1.004, 1.708], [0.118, 0.660, 1.240], [-0.721, -0.852, 3.065], [-1.726, -0.013, 3.346], [-1.173, -1.678, 2.110], [-0.411, -1.608, 4.120], [2.161, -1.892, 2.558], [3.244, -2.522, 1.659], [4.099, -1.868, 1.485], [3.667, -3.407, 2.134], [2.852, -2.879, 0.707], [1.544, -2.605, 3.104], [2.673, -1.377, 3.371], [1.049, 0.472, 3.034], [-0.574, 3.855, -1.520], [-0.299, 2.728, -2.556], [0.666, 1.796, -2.180], [-1.290, 4.614, -1.834], [0.293, 4.487, -1.329], [-1.033, 3.420, -0.632], [0.207, 3.097, -3.448], [-1.237, 2.241, -2.821], [-0.406, -2.995, -1.302], [0.934, -2.627, -1.785], [1.189, -1.243, -1.841], [-0.476, -4.043, -1.012], [-1.246, -2.807, -1.970], [-0.660, -2.458, -0.388], [1.054, -3.026, -2.793], [1.720, -3.154, -1.244], [4.150, 2.404, 0.787], [4.363, 1.197, -0.202], [3.104, 0.793, -0.700], [3.543, 2.094, 1.638], [3.716, 3.233, 0.229], [5.107, 2.736, 1.189], [4.827, 0.316, 0.240], [4.911, 1.493, -1.097], [-1.738, -0.177, -1.028], [-3.096, 0.024, -0.931], [-3.643, 1.265, -1.143], [-5.043, 1.451, -0.944], [-5.797, 0.304, -0.584], [-5.180, -0.881, -0.256], [-3.835, -1.095, -0.457], [-3.074, 2.127, -1.459], [-5.525, 2.412, -1.044], [-6.848, 0.529, -0.685], [-5.753, -1.754, 0.019], [-3.299, -2.019, -0.297]], "forces_ev_per_a": [[-1.142, -0.197, -1.174], [1.235, 2.184, -2.560], [0.277, -1.762, 1.747], [-0.593, -0.626, 1.322], [0.512, 0.448, -3.232], [0.342, -0.132, 0.742], [-0.837, -0.916, 0.104], [-0.005, 0.330, 0.632], [0.683, 0.215, -0.927], [-0.282, -0.572, 0.506], [-0.266, 0.303, -0.104], [-0.014, -0.108, 0.264], [-0.184, 0.329, -0.024], [-0.266, -0.381, -0.577], [0.063, 0.665, 0.072], [-0.051, 0.126, 0.833], [-0.319, -0.054, -0.577], [1.609, -0.098, 0.611], [0.177, -0.975, 1.976], [-0.493, -0.116, -0.622], [0.404, -0.582, 0.434], [0.532, -0.043, 0.356], [-0.829, 0.948, -0.583], [-0.432, -0.056, -0.153], [-1.642, -0.489, 1.353], [1.154, 1.752, -0.838], [-0.086, 0.066, 0.836], [0.132, -0.384, -0.148], [0.245, 0.203, -0.415], [0.189, 0.231, 0.149], [0.006, -0.111, -0.561], [0.170, -0.221, 0.670], [0.762, -1.075, -0.520], [-1.962, 1.239, -0.134], [0.661, -0.121, 0.285], [-0.255, 0.081, -0.239], [-0.226, -0.145, 0.180], [0.180, 0.020, -0.061], [0.055, -0.092, 0.228], [0.545, 0.068, 0.149], [-1.535, 0.517, -0.355], [1.099, -1.548, 1.026], [-1.479, 1.041, 0.103], [1.318, -2.413, 0.180], [0.292, 2.807, -0.594], [-0.364, -1.422, -0.563], [0.973, 2.116, -0.649], [0.465, -0.211, 0.068], [0.101, 0.013, -0.281], [-0.403, -0.851, 0.728], [-0.348, 0.049, 0.171], [-0.168, -0.046, 0.168]], "multiplicity": 2, "total_charge": -1, "e_homo_ev": [-4.438, -4.185], "homo_lumo_gap_ev": [7.256, 4.991]}



(4)
{"formula": "C16H26FO11S", "method": "the ωB97M-V functional and the def2-TZVPD basis", "elements": ["F", "C", "C", "C", "O", "C", "O", "O", "H", "H", "H", "H", "H", "H", "C", "C", "C", "O", "C", "O", "O", "H", "H", "H", "H", "H", "H", "C", "C", "C", "O", "C", "O", "O", "H", "H", "H", "H", "H", "H", "C", "C", "C", "S", "O", "O", "C", "H", "H", "H", "H", "H", "H", "H", "H"], "positions_angstrom": [[-0.070, 0.727, 0.138], [1.163, -0.724, 3.209], [-0.238, -0.335, 2.989], [-1.176, -1.424, 2.467], [-2.083, -1.579, 3.516], [-1.900, -0.732, 4.473], [-2.642, -0.607, 5.534], [-0.808, -0.004, 4.209], [1.628, 0.116, 3.497], [1.480, -1.132, 2.383], [1.117, -1.271, 4.085], [-0.246, 0.514, 2.487], [-0.746, -2.360, 2.354], [-1.598, -0.960, 1.679], [2.463, 4.401, -0.492], [2.845, 4.123, 0.998], [1.981, 3.135, 1.770], [2.841, 2.131, 2.060], [4.076, 2.449, 1.629], [4.993, 1.683, 1.712], [4.017, 3.520, 0.859], [1.455, 4.786, -0.388], [2.032, 3.535, -0.925], [3.201, 5.194, -0.922], [2.897, 5.389, 1.488], [1.192, 2.511, 1.263], [1.518, 3.638, 2.578], [1.297, -2.028, -1.596], [1.509, -0.704, -2.237], [2.437, 0.246, -1.526], [3.324, 0.680, -2.564], [3.254, -0.133, -3.614], [3.934, -0.020, -4.558], [2.164, -0.898, -3.533], [1.134, -1.828, -0.380], [2.042, -2.676, -1.561], [0.476, -2.615, -1.833], [0.496, -0.036, -2.524], [3.249, -0.182, -0.925], [2.260, 1.288, -1.017], [-4.205, -1.524, -0.575], [-2.740, -1.735, -1.007], [-2.773, -2.628, -2.184], [-4.226, -2.196, -3.148], [-5.024, -3.442, -3.376], [-3.825, -1.310, -4.214], [-4.975, -1.213, -1.988], [-4.394, -0.631, 0.302], [-4.565, -2.588, -0.332], [-2.272, -2.002, -0.226], [-2.381, -0.661, -1.168], [-2.809, -3.644, -1.975], [-1.910, -2.545, -3.021], [-6.086, -1.521, -1.857], [-4.784, -0.178, -2.013]], "forces_ev_per_a": [[0.119, -0.127, 0.207], [-3.188, 0.558, 2.562], [0.223, -3.029, 1.038], [1.652, 1.362, 2.153], [-2.381, -1.552, 0.100], [-2.235, 1.864, 5.448], [3.505, -0.641, -5.035], [-1.504, 0.637, 3.004], [2.355, 3.081, 0.479], [2.418, -2.386, -4.125], [0.500, -2.170, 1.483], [-0.464, 3.451, -3.271], [1.017, -1.572, -0.908], [-1.809, 0.609, -3.171], [-0.971, 2.350, 2.217], [-3.070, 5.318, -2.321], [-2.754, 0.279, -1.938], [2.614, -1.148, 2.145], [0.393, -3.171, -0.402], [0.160, 0.838, 0.332], [3.935, -0.383, 1.025], [-0.247, 1.596, -0.056], [1.364, -1.498, -1.363], [-1.512, -2.073, 0.146], [0.146, -3.988, -0.759], [-0.058, 1.500, -0.564], [-0.191, 0.133, 1.405], [-2.829, 3.412, 5.111], [-3.090, 2.353, -1.611], [2.892, 2.592, 1.474], [0.607, 0.464, -1.059], [-1.841, 1.382, 0.934], [1.845, -0.443, -2.146], [-0.123, -0.842, 0.669], [0.174, -0.129, -3.060], [4.173, -2.402, -0.472], [-1.929, -0.512, -1.051], [2.377, -2.255, 1.150], [-1.164, -0.926, 1.005], [-1.259, -2.600, -0.775], [-1.640, -0.560, 0.060], [-3.486, 5.506, -3.984], [2.398, 1.121, -3.498], [-0.293, -2.331, -1.121], [1.468, 2.530, 0.221], [-0.116, -0.572, -0.500], [-2.433, -0.696, 4.912], [0.482, -2.895, -2.611], [0.089, 1.707, 0.651], [3.903, -2.604, 5.306], [0.127, -1.497, -0.466], [-0.369, -1.904, 0.684], [-1.670, 0.163, 2.151], [1.867, 0.854, -0.513], [-0.180, 1.247, -1.292]], "multiplicity": 1, "total_charge": -1, "e_homo_ev": -6.202, "e_above_lowest_ev": 1.514, "homo_lumo_gap_ev": 8.688}



| no. | calculated total energy (hartree) |
| --- | --- |
| 1 | -2060.80713 |
| 2 | -2380.23976 |
| 3 | -3180.16023 |
| 4 | -1950.79369 |